No. 1
{"formula": "C4H8N2O", "method": "ωB97M-V/def2-TZVPD", "total_charge": 0, "relative_energy_kcal_mol": 105.3, "orbital_gap_ev": 9.91, "total_energy_ev": -9301.827, "smiles": "C1CN2N[C@H]2CO1", "species": ["C", "C", "N", "N", "C", "C", "O", "H", "H", "H", "H", "H", "H", "H", "H"], "coordinates": [[0.68812, 0.71041, -0.89021], [-0.56935, 1.22194, -0.17843], [-0.99773, 0.53591, 1.08077], [-1.76602, -0.70012, 0.96086], [-0.33688, -0.68352, 1.25242], [0.49771, -1.37901, 0.18689], [0.42523, -0.65636, -1.09877], [0.87191, 1.37779, -1.85135], [1.53593, 0.70540, -0.15823], [-0.50563, 2.30110, -0.05311], [-1.45749, 1.01247, -0.84277], [-1.95469, -0.96149, -0.00250], [0.06622, -0.97903, 2.17242], [1.47440, -1.50340, 0.68749], [0.11674, -2.42283, -0.03052]], "atomic_forces_ev_per_a": [[-0.4, 0.8, 0.9], [-1.7, 0.0, -1.2], [1.2, 1.6, -0.7], [-0.3, 0.2, 1.3], [-0.7, -2.2, -2.0], [-0.5, 0.3, -1.0], [0.8, -1.8, 0.4], [-0.2, -1.9, 1.8], [-0.1, 0.8, -0.8], [-0.1, 0.0, 0.5], [1.0, 0.6, 0.1], [0.6, 0.1, -0.4], [-0.2, -0.2, 1.8], [0.4, 0.3, -1.1], [0.3, 1.3, 0.3]]}


No. 2
{"formula": "C14H80N2O31P", "method": "ωB97M-V/def2-TZVPD", "total_charge": 1, "orbital_gap_ev": 8.59, "total_energy_ev": -91547.189, "species": ["C", "C", "O", "C", "C", "O", "N", "C", "C", "N", "C", "C", "C", "C", "P", "O", "O", "C", "C", "O", "C", "C", "H", "H", "H", "H", "H", "H", "H", "H", "H", "H", "H", "H", "H", "H", "H", "H", "H", "H", "H", "H", "H", "H", "H", "H", "H", "H", "H", "H", "O", "H", "H", "O", "H", "H", "O", "H", "H", "O", "H", "H", "O", "H", "H", "O", "H", "H", "O", "H", "H", "O", "H", "H", "O", "H", "H", "O", "H", "H", "O", "H", "H", "O", "H", "H", "O", "H", "H", "O", "H", "H", "O", "H", "H", "O", "H", "H", "O", "H", "H", "O", "H", "H", "O", "H", "H", "O", "H", "H", "O", "H", "H", "O", "H", "H", "O", "H", "H", "O", "H", "H", "O", "H", "H", "O", "H", "H"], "coordinates": [[3.50585, -3.95261, 0.88167], [2.23017, -3.54072, -0.05064], [1.01637, -3.97617, 0.62660], [-0.02648, -4.18997, -0.36632], [-1.43907, -3.51081, 0.07918], [-1.44395, -2.17669, -0.52021], [-2.67785, -1.64437, -0.56690], [-3.94805, -2.16267, -1.04179], [-5.04801, -1.06833, -0.81805], [-4.25544, -0.01207, -0.17602], [-2.84871, -0.30848, -0.05420], [-1.66483, 0.62472, 0.53279], [-1.74639, 2.11440, -0.09884], [-1.33830, 2.18832, -1.65493], [0.57416, 2.23360, -1.81415], [0.89815, 3.57423, -2.50233], [0.97537, 0.95979, -2.87982], [1.19134, -0.29744, -2.17917], [1.38861, -1.51462, -3.24238], [1.16248, 2.04669, -0.23279], [2.48757, 2.61299, -0.03213], [3.66079, 1.53137, 0.19833], [3.74402, -3.10064, 1.60851], [3.20728, -4.93159, 1.39863], [4.37522, -4.19383, 0.17782], [2.17795, -2.39415, -0.19472], [2.40997, -4.05581, -1.05991], [-0.17469, -5.30616, -0.64073], [0.29931, -3.63203, -1.31962], [-1.52687, -3.47989, 1.22842], [-2.25186, -4.21018, -0.33529], [-4.10432, -3.20419, -1.49333], [-6.15544, -1.09097, -1.06491], [-4.62882, 0.90042, 0.16169], [-1.69106, 0.69520, 1.68399], [-0.63147, 0.20990, 0.26096], [-2.85121, 2.46711, -0.02568], [-1.15925, 2.87833, 0.53954], [-1.75413, 3.19741, -2.04213], [-1.81143, 1.38370, -2.31452], [0.31279, -0.61911, -1.50492], [2.19183, -0.24529, -1.59555], [2.25217, -1.31456, -3.97872], [1.67386, -2.50125, -2.70694], [0.42590, -1.70954, -3.82826], [2.84619, 3.33475, -0.83706], [2.43175, 3.23169, 0.94255], [3.24055, 0.61219, 0.73105], [4.20463, 1.31227, -0.77997], [4.41982, 2.02692, 0.91654], [-4.16670, -1.62475, 3.07722], [-3.74450, -0.99575, 2.47777], [-3.59858, -2.40510, 3.03616], [2.35174, -6.98292, 2.50209], [1.78346, -6.21683, 2.34693], [2.26625, -7.14638, 3.44909], [-0.99694, -3.59650, -4.75907], [-1.05733, -4.15520, -5.54533], [-1.86563, -3.17349, -4.70570], [2.85871, 5.90686, -2.21616], [2.34938, 5.07913, -2.22155], [2.84423, 6.18072, -1.28906], [-3.91525, -2.09927, -4.97310], [-4.51014, -1.67526, -4.33963], [-4.45047, -2.18630, -5.77203], [-6.04799, -1.73865, 5.54973], [-5.32526, -1.86378, 4.92058], [-5.60290, -1.52724, 6.37956], [-1.85754, -3.23543, -7.50219], [-2.45141, -2.81169, -6.86960], [-2.39105, -3.32164, -8.30258], [3.14326, 5.16591, 0.54837], [4.07400, 5.30004, 0.76764], [2.67116, 5.57539, 1.28485], [3.75869, 5.86532, 3.16637], [4.69281, 5.99989, 3.38480], [3.28615, 6.27451, 3.90168], [3.74247, 6.04761, -5.51900], [3.23654, 5.22617, -5.52813], [3.72705, 6.32059, -4.59098], [2.44123, -5.21013, 4.59762], [3.31911, -5.44613, 4.92336], [2.42344, -4.24436, 4.65187], [1.32604, -2.04060, 4.27446], [0.71748, -1.61224, 4.88977], [0.80891, -2.14032, 3.46491], [5.52703, -0.73242, -0.03706], [6.23902, -0.86572, -0.67581], [5.98784, -0.53746, 0.78872], [6.62917, 7.23768, 3.68758], [7.50988, 7.00159, 4.00186], [6.61153, 8.20485, 3.74528], [-6.54567, 1.22471, 1.11098], [-6.29402, 0.59619, 1.80493], [-7.48349, 1.04430, 0.96214], [0.55361, -7.32799, -0.20936], [1.27690, -7.46134, -0.83889], [1.00238, -7.12023, 0.61926], [6.97601, 9.88762, 4.74370], [6.14681, 10.30408, 5.01032], [7.64504, 10.56303, 4.91999], [-2.26535, 3.26721, 2.75023], [-2.97575, 3.06662, 2.12908], [-1.97694, 4.15378, 2.49785], [-6.43739, -0.92186, -4.00042], [-6.97445, -1.37735, -3.33991], [-6.60819, 0.01522, -3.83556], [9.88865, 10.35069, 5.95479], [10.40743, 9.95359, 5.24390], [10.37922, 10.12638, 6.75520], [3.52160, -8.35138, -0.63433], [3.01832, -9.17569, -0.65048], [3.49354, -8.07776, 0.29346], [-1.77629, -7.13301, -1.99848], [-1.24768, -7.52973, -2.70155], [-1.29468, -7.35651, -1.18883], [-5.23625, 2.14695, 3.43674], [-5.85056, 2.56786, 4.05290], [-5.75350, 2.04121, 2.62705], [-1.51928, 3.15448, -4.54759], [-0.63622, 2.91883, -4.23090], [-1.53678, 4.11814, -4.49043], [-6.26879, 2.19416, 6.50537], [-5.73676, 1.80039, 5.80187], [-5.78552, 1.97591, 7.31181], [-7.91491, -1.10640, -7.01969], [-7.19015, -1.23044, -7.64494], [-7.47230, -0.89422, -6.18684]], "atomic_forces_ev_per_a": [[-1.1, 0.0, -0.9], [1.9, 0.2, 0.7], [-0.4, -0.2, -1.7], [-0.7, 0.8, -0.7], [1.2, -2.6, 0.3], [-0.2, -1.2, -0.2], [-4.3, 3.9, 1.0], [-2.3, 2.8, 0.6], [6.4, -2.3, 0.6], [1.9, -1.7, -0.8], [-1.7, -1.7, -0.7], [-0.1, 0.5, -0.3], [-1.2, 0.0, -0.1], [-0.2, 0.3, 1.2], [-0.3, 2.1, -1.7], [-0.2, -3.2, 1.7], [-0.4, 1.1, 3.0], [1.3, -2.5, -0.4], [0.0, 0.2, -0.1], [-0.6, -0.1, -3.6], [2.5, 0.6, 1.9], [-0.6, 0.9, 0.1], [-0.2, -1.5, -1.0], [0.6, 1.6, -0.5], [-1.1, 0.6, 1.2], [0.1, -1.8, 0.1], [-0.7, 0.7, 1.4], [0.2, 1.9, 0.8], [-0.8, -0.9, 1.2], [0.1, 0.3, -1.7], [1.0, 1.4, 0.4], [0.6, 1.9, 0.8], [2.0, 0.3, 0.7], [0.1, -1.1, -0.6], [-0.3, -0.2, -1.8], [-1.7, 0.2, 0.3], [1.6, -0.5, -0.1], [-0.8, -1.6, -1.1], [1.2, -1.7, 0.5], [0.8, 0.9, 1.0], [1.3, 0.8, -0.9], [-1.9, 0.1, -0.6], [-1.4, 0.0, 1.2], [-0.6, 1.8, -0.6], [1.4, 0.3, 0.8], [-1.1, -1.1, 0.9], [-0.3, -1.2, -1.9], [0.7, 1.1, -1.0], [-0.9, -0.1, 1.5], [-1.2, -0.8, -1.2], [0.3, -0.1, -0.3], [-0.1, 0.0, 0.3], [-0.2, 0.0, 0.0], [-0.3, -0.3, -0.6], [0.3, 0.1, 0.4], [0.0, 0.2, -0.1], [-0.3, 0.0, 0.2], [0.1, 0.2, 0.0], [0.1, -0.1, 0.0], [-0.1, -0.1, -0.1], [0.0, 0.3, -0.1], [0.1, -0.2, -0.1], [0.1, -0.1, -0.1], [0.0, 0.0, -0.2], [0.0, 0.0, 0.2], [0.3, 0.0, 0.0], [-0.1, 0.1, 0.0], [-0.2, -0.1, -0.1], [-0.4, 0.0, -0.1], [0.2, 0.1, 0.0], [0.2, -0.1, 0.0], [0.1, 0.7, 0.0], [-0.2, 0.1, 0.1], [0.4, 0.0, 0.1], [0.0, 0.1, 0.4], [0.1, 0.2, 0.0], [0.1, -0.1, -0.1], [-0.1, -0.1, 0.2], [0.1, 0.2, 0.0], [-0.1, -0.1, 0.0], [0.2, 0.3, 0.3], [-0.1, 0.0, -0.1], [-0.2, 0.0, 0.0], [-0.3, 0.0, -0.1], [0.2, -0.1, 0.0], [0.2, -0.1, 0.0], [0.4, -0.2, 0.0], [-0.1, 0.0, 0.1], [-0.1, 0.0, -0.1], [-0.1, -0.2, -0.1], [-0.2, 0.0, 0.0], [0.1, 0.0, 0.2], [0.1, -0.4, 0.0], [-0.2, -0.2, -0.1], [0.1, 0.2, 0.0], [0.1, 0.0, -0.1], [0.1, 0.0, 0.1], [0.0, -0.2, 0.1], [-0.2, 0.4, 0.0], [0.1, -0.1, 0.0], [0.1, -0.3, 0.1], [0.1, 0.1, -0.2], [-0.1, 0.1, 0.3], [0.0, -0.1, 0.1], [-0.1, 0.2, 0.3], [-0.1, -0.1, -0.3], [0.1, 0.0, -0.1], [0.2, -0.1, -0.1], [-0.1, 0.1, 0.1], [-0.2, 0.1, -0.1], [-0.4, 0.0, 0.1], [0.2, 0.0, 0.0], [0.1, 0.0, 0.0], [0.1, 0.0, 0.1], [-0.1, 0.1, 0.1], [0.1, 0.0, -0.1], [-0.1, -0.1, -0.1], [0.1, 0.2, -0.1], [-0.1, 0.5, 0.2], [0.0, 0.0, 0.1], [0.0, 0.2, -0.2], [0.1, -0.1, -0.1], [0.2, -0.1, -0.2], [0.0, -0.2, 0.3], [-0.1, 0.1, -0.1], [0.3, 0.0, 0.1], [-0.2, 0.0, 0.0], [-0.1, -0.1, -0.1]]}